Record 1
{
  "formula": "C2H8N2O3",
  "method": "ωB97M-V/def2-TZVPD",
  "species": ["N", "N", "O", "C", "C", "O", "O", "H", "H", "H", "H", "H", "H", "H", "H"],
  "xyz": [[-1.224791, 0.334009, 1.164588], [-1.099339, -0.269717, -0.090513], [-2.325723, -0.039401, -0.833047], [0.177210, 0.342211, -0.816848], [1.307632, -0.352319, -0.098390], [2.457929, -0.354561, -0.879459], [1.587206, 0.170481, 1.166912], [-1.467214, 1.325481, 1.093201], [-1.958698, -0.136113, 1.687516], [-2.562511, -0.895718, -1.209210], [0.120204, 0.029446, -1.855980], [0.211157, 1.427575, -0.688699], [0.850647, -1.389170, 0.045765], [3.197408, -0.523333, -0.282687], [0.728883, 0.331128, 1.596851]],
  "atomic_forces_ev_per_a": [[0.0, 0.3, -0.1], [1.0, 0.3, -1.0], [0.6, 0.7, 0.0], [-2.3, -0.5, 1.2], [-1.0, -1.7, 0.2], [0.0, 0.2, 0.2], [0.3, 0.4, 0.0], [-0.1, -0.1, -0.1], [0.2, 0.0, -0.1], [0.3, -0.1, 0.2], [0.0, 0.1, 0.0], [-0.1, 0.0, -0.2], [1.1, 0.6, -0.2], [0.0, 0.0, -0.1], [0.0, -0.1, 0.0]],
  "mulliken_charge": [-0.580, -0.023, -0.457, -0.487, 0.259, -0.508, -0.604, 0.239, 0.223, 0.343, 0.275, 0.318, 0.214, 0.326, 0.463],
  "smiles": "NN(O)CC(O)O",
  "homo_energy_ha": -0.3483,
  "energy_ha": -416.14067,
  "orbital_gap_ev": 10.317,
  "multiplicity": 1
}

Record 2
{
  "formula": "C2H8N2O3",
  "method": "ωB97M-V/def2-TZVPD",
  "species": ["C", "C", "N", "N", "O", "O", "O", "H", "H", "H", "H", "H", "H", "H", "H"],
  "xyz": [[0.477310, -1.469925, 0.526706], [-0.316158, -0.470666, -0.121690], [-2.150264, 1.048225, 0.034408], [2.188623, 0.670227, -0.214012], [-0.755583, -0.676085, -1.349224], [-1.133385, 0.297347, 0.715373], [0.881779, 1.086455, -0.411355], [0.639305, -2.263519, -0.139462], [1.370428, -0.964335, 0.748671], [-0.053963, -1.851024, 1.367888], [-2.947045, 0.689016, 0.479712], [-1.884190, 1.957757, 0.354353], [2.629093, 1.060800, 0.577470], [2.518418, 0.763655, -1.112660], [-1.464364, 0.122073, -1.456179]],
  "atomic_forces_ev_per_a": [[-1.0, -0.1, 0.3], [-0.2, 4.3, -1.3], [2.4, -0.8, -0.8], [-2.1, -1.4, 0.3], [-2.3, 2.1, 0.2], [0.0, -1.7, 0.2], [-1.5, -1.9, 1.2], [0.5, -1.0, -1.0], [1.7, 0.3, 0.6], [-0.2, -0.1, 0.9], [-1.6, 0.0, 0.6], [-0.5, 0.8, -0.1], [0.6, 1.1, 0.4], [2.3, 0.4, -1.6], [1.8, -2.0, 0.1]],
  "mulliken_charge": [-1.195, 1.027, -0.532, -0.467, -0.488, -0.254, -0.485, 0.319, 0.383, 0.344, 0.230, 0.254, 0.186, 0.198, 0.479],
  "homo_energy_ha": -0.2698,
  "energy_ha": -416.04796,
  "orbital_gap_ev": 8.126,
  "multiplicity": 1
}